Model one:
# C6H10N2

One molecule with the formula C6H10N2 (ωB97M-V/def2-TZVPD, OMol25).

The calculation puts the HOMO energy at -0.3292 Eh. For the molar mass, the calculation gives 110.2 g mol⁻¹. The frontier orbital gap comes out at 9.99 eV.

Geometry as ORCA input:
```
! RIJCOSX wB97M-V def2-TZVPD def2/J DEFGRID3
* xyz 0 1
C -1.07140 -1.47574 -0.35687
C -1.95635 -0.23189 0.08326
C -0.15562 1.46630 0.00814
C 1.99907 0.62495 0.53258
C 1.32255 -0.50120 -0.35299
C 0.32482 -1.43170 0.30763
H -1.63472 -2.45066 -0.13381
H -0.98272 -1.44090 -1.46793
H -2.71072 -0.21612 -0.68141
H -2.39193 -0.47518 1.04937
H 0.19503 2.45780 0.40762
H 3.00028 0.95744 0.29562
H 1.66703 0.44225 1.51666
H 1.88727 -0.75812 -1.21802
H 0.79664 -2.45487 0.32316
H 0.39081 -1.18022 1.43714
N -1.40662 1.13742 0.12547
N 0.97872 0.92176 -0.53388
*
```

=====

Model two:
# C6H10N2

One molecule with the formula C6H10N2 (ωB97M-V/def2-TZVPD, OMol25).

The calculation puts the HOMO energy at -0.3213 Eh. For the molar mass, the calculation gives 110.2 g mol⁻¹. The frontier orbital gap comes out at 9.55 eV.

Geometry as ORCA input:
```
! RIJCOSX wB97M-V def2-TZVPD def2/J DEFGRID3
* xyz 0 1
C 2.63822 -1.07862 -0.30244
C 1.58258 -0.22792 0.52999
C 1.44898 1.20270 0.20564
C -0.84170 0.35131 -0.04296
C -1.61303 -0.87722 0.01146
C -2.92088 -0.91670 0.05430
H 2.66692 -0.87769 -1.36786
H 2.39807 -2.18103 -0.20110
H 3.72190 -0.93186 0.11678
H 1.39262 -0.78513 1.41764
H 2.13801 1.58556 -0.61934
H 1.13946 1.90464 1.06119
H -0.71885 2.18176 -0.44598
H -1.01770 -1.74613 0.01756
H -3.50984 -1.78974 0.04094
H -3.42941 0.00761 0.29598
N 0.47402 0.21949 -0.21206
N -1.40919 1.48203 -0.22390
*
```

=====

Stability, highest: model one